1.
C24H39GeKN2O | wB97M-V/def2-TZVPD

Summary:
Highest occupied orbital energy ... -7.455 eV
LUMO energy ... -0.004 Eh
Energy above the lowest of the compared OMol25 structures with the same formula, charge and spin ... 38.7 kcal per mole
Molar mass ... 483.30 g mol⁻¹
F_max ... 0.047 hartree/bohr
Kohn-Sham gap ... 7.35 eV

ORCA input file:
```
! wB97M-V def2-TZVPD RIJCOSX def2/J DEFGRID3
* xyz 0 1
K -0.435 -0.038 -0.726
C 5.391 3.645 0.894
C 4.248 4.189 0.295
C 3.046 3.541 0.366
C 2.903 2.324 1.065
C 1.652 1.660 1.230
C 1.674 0.407 1.780
C 2.837 -0.191 2.287
C 4.014 0.494 2.261
C 4.080 1.751 1.628
C 5.306 2.442 1.535
H 6.336 4.167 0.830
H 4.317 5.132 -0.228
H 2.190 3.965 -0.128
H 0.741 -0.109 1.895
H 2.782 -1.168 2.751
H 4.906 0.078 2.710
H 6.179 1.991 1.986
C -3.168 -0.306 2.317
C -1.630 -0.270 2.228
C -1.067 0.146 3.604
O -1.195 0.480 1.165
H -3.482 -1.072 3.021
H -3.577 -0.532 1.334
H -3.548 0.657 2.644
H -1.323 -1.343 2.068
H -0.947 1.224 3.640
H -0.099 -0.310 3.789
H -1.736 -0.163 4.402
C -3.614 2.710 -2.788
C -2.628 3.024 -1.668
C -1.228 2.523 -1.994
C -0.158 3.070 -1.062
Ge -0.092 2.701 0.945
C -1.820 3.209 1.876
C -2.112 4.690 1.761
C -3.251 5.115 2.689
C -4.613 4.645 2.192
H -4.620 3.013 -2.508
H -3.625 1.642 -3.009
H -3.342 3.245 -3.697
H -2.961 2.559 -0.740
H -2.596 4.107 -1.521
H -0.978 2.837 -3.016
H -1.229 1.426 -1.977
H -0.201 4.161 -1.121
H 0.819 2.776 -1.460
H 0.619 4.074 1.371
H -1.720 2.952 2.927
H -2.630 2.613 1.475
H -2.373 4.941 0.730
H -1.209 5.252 2.016
H -3.261 6.205 2.779
H -3.069 4.701 3.683
H -4.777 4.956 1.161
H -5.405 5.067 2.806
H -4.688 3.562 2.238
C 2.886 -4.000 -2.196
N 1.807 -3.540 -3.039
C 1.337 -4.424 -4.081
C 1.077 -2.536 -2.667
N 0.448 -1.618 -2.368
H 2.604 -4.903 -1.646
H 3.156 -3.219 -1.489
H 3.753 -4.227 -2.819
H 0.918 -5.348 -3.668
H 2.177 -4.679 -4.731
H 0.570 -3.919 -4.667
*
```

---

2.
C24H39N11NaOSSbSi3 | wB97M-V/def2-TZVPD

Summary:
Highest occupied orbital energy ... -2.741 eV
LUMO energy ... 0.133 Eh
Energy above the lowest of the compared OMol25 structures with the same formula, charge and spin ... 3.9 kcal per mole
Molar mass ... 758.73 g mol⁻¹
F_max ... 0.005 hartree/bohr
Kohn-Sham gap ... 6.36 eV

ORCA input file:
```
! wB97M-V def2-TZVPD RIJCOSX def2/J DEFGRID3
* xyz -2 1
Na -3.042 -0.763 0.320
N -3.303 -2.171 4.700
C -2.094 -1.514 4.922
N -1.356 -1.785 5.995
N -0.330 -0.919 5.909
N -0.441 -0.207 4.834
N -1.576 -0.542 4.181
C -3.815 -2.482 3.447
N -4.667 -3.492 3.279
N -4.974 -3.455 1.974
N -4.346 -2.479 1.405
N -3.587 -1.822 2.320
H -3.465 -2.905 5.370
C 4.477 -0.879 2.921
Si 3.120 0.429 3.033
C 2.668 0.635 4.835
C 3.862 2.061 2.436
Sb 1.027 -0.037 1.650
Si 1.056 -2.591 1.807
C -0.545 -3.162 1.022
C 2.489 -3.429 0.903
C 1.120 -3.144 3.594
Si 2.147 0.102 -0.651
C 3.987 -0.317 -0.770
C 1.956 1.886 -1.229
C 1.239 -1.005 -1.864
H 5.339 -0.565 3.520
H 4.810 -1.037 1.895
H 4.126 -1.835 3.316
H 3.563 0.874 5.421
H 2.195 -0.257 5.247
H 1.939 1.437 4.954
H 4.710 2.344 3.066
H 3.115 2.856 2.494
H 4.210 2.004 1.402
H -0.632 -2.805 -0.009
H -1.395 -2.781 1.594
H -0.618 -4.254 1.006
H 2.477 -3.215 -0.167
H 2.400 -4.513 1.030
H 3.456 -3.119 1.303
H 0.264 -2.776 4.161
H 2.020 -2.788 4.101
H 1.116 -4.238 3.638
H 4.598 0.340 -0.147
H 4.320 -0.205 -1.807
H 4.178 -1.347 -0.462
H 2.496 2.574 -0.574
H 0.901 2.172 -1.210
H 2.335 2.014 -2.249
H 1.343 -2.060 -1.603
H 1.637 -0.869 -2.875
H 0.171 -0.770 -1.890
N -2.759 1.339 2.321
C -4.091 1.339 2.121
C -4.366 2.361 1.238
C -3.106 2.929 0.970
N -2.141 2.309 1.633
H -2.239 0.685 2.942
H -4.717 0.604 2.598
H -5.324 2.637 0.832
H -2.861 3.746 0.310
C -1.750 4.191 -7.546
C -0.833 3.670 -8.620
O -0.566 4.291 -9.621
S -0.047 2.088 -8.377
C -0.644 1.546 -6.800
C 0.031 1.891 -5.631
C -0.457 1.497 -4.399
C -1.634 0.735 -4.288
C -2.283 0.372 -5.482
C -1.797 0.770 -6.713
C -2.136 0.342 -3.019
C -2.573 0.005 -1.919
H -1.186 4.365 -6.628
H -2.523 3.464 -7.301
H -2.188 5.123 -7.896
H 0.939 2.479 -5.692
H 0.066 1.773 -3.492
H -3.181 -0.228 -5.416
H -2.316 0.486 -7.621
*
```

---

3.
C24H39N2O2P3STc | wB97M-V/def2-TZVPD

Summary:
Highest occupied orbital energy (alpha / beta) ... -18.100 / -17.976 eV
LUMO energy (alpha / beta) ... -0.447 / -0.552 Eh
Molar mass ... 610.58 g mol⁻¹
F_max ... 0.151 hartree/bohr
Kohn-Sham gap (alpha / beta) ... 5.93 / 2.95 eV

ORCA input file:
```
! wB97M-V def2-TZVPD RIJCOSX def2/J DEFGRID3
* xyz 4 4
P -1.044 2.811 2.838
C 0.726 2.705 3.301
H 0.866 2.975 4.359
H 1.314 3.387 2.671
H 1.077 1.681 3.135
C -1.498 4.400 3.702
H -2.500 4.666 3.351
H -0.793 5.171 3.410
H -1.506 4.255 4.786
C -1.702 1.618 4.085
H -1.779 2.108 5.063
H -1.032 0.752 4.140
H -2.682 1.288 3.755
P -0.993 -3.838 0.322
C 0.647 -4.404 0.687
H 0.609 -5.449 1.021
H 1.097 -3.793 1.480
H 1.281 -4.330 -0.207
C -2.070 -4.418 1.638
H -3.130 -4.278 1.395
H -1.851 -3.874 2.570
H -1.869 -5.495 1.799
C -1.523 -4.727 -1.166
H -1.639 -5.797 -0.912
H -0.758 -4.616 -1.941
H -2.479 -4.340 -1.551
P 0.051 1.937 -3.491
C 1.876 1.694 -3.575
H 2.220 1.837 -4.611
H 2.101 0.673 -3.246
H 2.373 2.396 -2.910
C -0.390 0.673 -4.776
H 0.085 0.930 -5.734
H -1.483 0.650 -4.886
H -0.039 -0.307 -4.420
C -0.061 3.457 -4.585
H 0.401 3.259 -5.559
H 0.437 4.268 -4.071
H -1.119 3.678 -4.697
Tc -1.399 -1.217 0.020
C -0.152 -1.082 1.635
O 0.505 -0.955 2.636
C 0.290 -1.371 -1.164
O 1.209 -1.422 -1.911
C -3.220 -1.452 -1.543
C -2.701 -0.155 -1.539
C -2.619 0.514 -0.298
C -3.161 -0.016 0.843
C -3.648 -1.317 0.836
C -3.629 -2.020 -0.378
H -3.351 -1.962 -2.487
H -2.440 0.349 -2.449
H -2.292 1.593 -0.303
H -3.269 0.596 1.764
H -4.109 -1.755 1.728
H -4.073 -3.086 -0.385
N 0.424 2.437 -0.238
C 1.602 1.815 -0.007
N 1.754 0.580 0.298
C 3.077 0.246 0.433
C 3.581 -1.034 0.764
C 4.971 -1.204 0.878
C 5.840 -0.111 0.662
C 5.335 1.135 0.337
C 3.989 1.308 0.223
S 3.081 2.768 -0.168
H 0.419 3.464 -0.357
H -0.428 2.001 0.029
H 2.905 -1.839 0.925
H 5.383 -2.170 1.130
H 6.924 -0.261 0.754
H 5.984 2.015 0.164
*
```

---

Among the records above, which one has the highest molar mass? C24H39N11NaOSSbSi3